# 1
93
Properties=species:S:1:pos:R:3 method="wB97M-V/def2-TZVPD" de_lowest_kcal_mol=0.9 lumo_ev=-0.6 total_charge=-1 e_tot_ev=-74121.9219 homo_ev=-5.93
C -1.647 0.079 0.615
C -0.623 0.357 -0.537
O 0.391 -0.374 -0.668
N -0.660 1.670 -1.243
H -1.496 2.253 -1.496
H -0.217 2.383 -0.587
C 0.224 1.646 -2.447
H -1.330 -0.796 1.359
H -2.723 -0.316 0.102
H -2.036 0.941 1.141
H -0.282 0.951 -3.211
H 1.060 1.300 -2.403
H 0.436 2.613 -3.116
N -3.847 3.965 -1.682
O -2.733 3.382 -1.479
O -4.573 3.514 -2.636
O -4.378 4.479 -0.688
N 0.306 3.036 1.661
O -0.866 3.457 1.421
O 1.109 2.903 0.655
O 0.381 2.263 2.611
C -4.042 -0.167 3.344
C -5.034 0.191 2.270
C -6.307 0.562 3.032
O -4.659 1.144 1.438
H -3.372 -0.640 2.760
H -4.089 -0.989 4.007
H -3.706 0.808 4.021
H -5.209 -0.776 1.839
H -6.379 -0.154 3.829
H -7.071 0.745 2.362
H -6.357 1.544 3.433
H -5.360 1.220 0.861
C -1.808 -5.441 1.009
C -1.951 -4.042 0.532
C -3.018 -3.364 1.440
O -0.746 -3.394 0.561
H -1.494 -5.576 1.987
H -0.900 -6.125 0.637
H -2.841 -5.886 0.920
H -2.260 -4.114 -0.388
H -2.485 -3.099 2.483
H -3.918 -3.934 1.580
H -3.286 -2.432 0.976
H -0.484 -3.288 1.451
C 3.908 0.329 -0.620
C 5.099 0.555 0.267
C 6.437 -0.330 0.119
O 7.440 -0.121 0.876
C 6.446 -1.283 -1.049
C 5.242 -1.410 -1.894
C 3.951 -0.642 -1.758
O 3.096 -0.673 -2.540
H 2.940 0.909 -0.521
H 5.238 1.293 1.031
H 7.250 -1.952 -1.109
H 5.369 -1.927 -2.771
C 4.494 -2.832 3.043
C 4.638 -1.594 4.036
C 3.520 -0.463 3.880
O 3.466 0.567 4.585
C 2.400 -0.789 2.974
C 2.446 -1.966 2.045
C 3.507 -2.909 1.924
O 3.533 -3.861 1.160
H 5.168 -3.460 2.729
H 5.466 -1.553 4.661
H 1.310 -0.290 3.002
H 1.654 -2.050 1.325
C 2.853 4.098 -1.938
C 3.754 4.206 -0.720
C 5.256 3.790 -0.848
O 6.010 3.953 0.085
C 5.618 3.340 -2.151
C 4.682 3.149 -3.321
C 3.261 3.468 -3.192
O 2.412 3.334 -4.042
H 1.717 4.334 -1.883
H 3.372 4.684 0.129
H 6.580 3.042 -2.375
H 4.899 2.764 -4.283
C -3.460 0.405 -3.464
C -4.537 0.305 -2.534
C -4.748 -1.017 -1.760
O -5.594 -1.077 -0.891
C -4.017 -2.099 -2.275
C -2.868 -2.006 -3.324
C -2.573 -0.722 -3.927
O -1.714 -0.558 -4.788
H -3.287 1.416 -3.852
H -5.089 1.080 -2.402
H -4.106 -3.128 -1.732
H -2.160 -2.807 -3.661


# 2
83
Properties=species:S:1:pos:R:3 method="wB97M-V/def2-TZVPD" de_lowest_kcal_mol=4.1 lumo_ev="-12.4 / -12.4" total_charge=+3 e_tot_ev=-67796.9463 homo_ev="-16.51 / -16.51"
Pd 0.168 -0.503 -0.399
C -0.726 1.555 -2.902
C -1.597 0.353 -3.045
C -2.470 0.192 -4.119
C -3.248 -0.950 -4.179
C -3.141 -1.905 -3.178
C -2.254 -1.690 -2.124
N -1.523 -0.561 -2.085
C -2.060 -2.649 -1.017
C -2.867 -3.777 -0.853
C -2.602 -4.646 0.191
C -1.540 -4.394 1.041
C -0.759 -3.251 0.839
N -1.060 -2.408 -0.158
C 0.416 -2.936 1.681
C 0.851 -3.776 2.702
C 1.966 -3.418 3.446
C 2.635 -2.252 3.147
C 2.166 -1.452 2.101
C 2.887 -0.197 1.741
N 1.074 -1.787 1.427
H -0.927 2.280 -3.685
H 0.324 1.260 -2.972
H -0.886 2.024 -1.924
H -2.524 0.951 -4.880
H -3.934 -1.097 -4.999
H -3.734 -2.802 -3.243
H -3.688 -3.975 -1.522
H -3.216 -5.523 0.339
H -1.329 -5.077 1.847
H 0.348 -4.704 2.922
H 2.308 -4.055 4.248
H 3.512 -1.948 3.695
H 2.954 0.474 2.596
H 2.403 0.324 0.911
H 3.912 -0.443 1.454
C -0.748 4.580 1.728
C 0.197 3.582 1.138
C 0.633 3.892 -0.262
Sb -0.810 1.460 1.135
C -3.029 2.047 0.807
C -3.640 2.572 2.076
C -3.771 0.852 0.256
C -0.521 0.757 3.286
C -0.665 1.890 4.274
C -1.481 -0.383 3.561
H -0.234 5.544 1.784
H -1.052 4.326 2.740
H -1.622 4.742 1.098
H 1.042 3.366 1.795
H -0.207 4.163 -0.899
H 1.217 3.088 -0.707
H 1.291 4.764 -0.231
H -2.933 2.828 0.049
H -3.779 1.786 2.814
H -4.630 2.967 1.834
H -3.085 3.395 2.517
H -3.912 0.080 1.012
H -3.283 0.418 -0.616
H -4.764 1.184 -0.056
H 0.508 0.383 3.278
H -1.683 2.272 4.308
H 0.026 2.706 4.073
H -0.427 1.510 5.268
H -2.517 -0.050 3.550
H -1.280 -0.778 4.558
H -1.360 -1.199 2.848
O 1.743 -2.572 -3.561
S 2.631 -2.170 -2.522
O 3.134 -3.123 -1.592
N 1.859 -0.978 -1.650
C 2.444 0.203 -1.731
O 1.922 1.156 -1.106
C 3.652 0.216 -2.566
C 4.504 1.280 -2.854
C 5.594 1.050 -3.679
C 5.839 -0.207 -4.213
C 4.989 -1.284 -3.929
C 3.921 -1.036 -3.111
H 4.308 2.258 -2.438
H 6.267 1.865 -3.914
H 6.690 -0.375 -4.856
H 5.180 -2.264 -4.340